1.
A cluster of 4 separate species, C42H90N3O13S in total in a non-equilibrium geometry, computed with ωB97M-V/def2-TZVPD.

Last column: Mulliken charge in e.
CARTESIAN COORDINATES (ANGSTROEM)
C -2.96603 -0.21303 -5.56866  -0.952
C -1.77738 0.71596 -5.81106  -0.284
S -1.74227 2.17003 -4.71152  -0.018
C -0.20279 1.98873 -3.80737  -0.872
N -0.32330 1.47755 -2.36939  1.065
C -1.23823 0.28897 -2.40040  -1.750
C -1.13894 -0.75876 -1.28535  0.369
C -0.48981 -2.09583 -1.70735  -1.214
C 0.78258 -2.45174 -0.93118  0.065
C 0.51798 -2.70457 0.56409  -0.286
C -0.01154 -4.12320 0.82302  -0.871
O -0.39381 -4.30402 2.18910  -0.351
C -1.67663 -3.92843 2.50695  0.794
C -2.73133 -4.95032 2.11084  -0.844
O -1.89876 -2.89704 3.07084  -0.517
C 1.04349 1.05451 -1.86158  -0.471
C 2.17840 2.04059 -2.14215  -1.146
C 3.13917 2.20119 -0.96537  -0.472
C 4.02998 0.97451 -0.70167  -0.650
N 4.34292 0.72272 0.70222  0.315
C 3.20643 0.27565 1.51950  -0.441
C 5.15444 1.71480 1.25379  0.833
C 5.40156 1.63746 2.73794  -1.410
O 5.68427 2.55229 0.54291  -0.608
C -0.80557 2.63006 -1.50597  -0.880
C -1.73254 2.32065 -0.32941  -1.239
N -1.99806 3.60855 0.30176  0.240
C -3.31301 3.70482 0.96369  -0.685
C -3.49719 2.70945 2.10320  -0.553
C -0.95112 4.16831 1.09228  0.248
C 0.08157 3.26469 1.73897  0.222
O -0.93013 5.35801 1.27949  -0.602
H -3.91663 0.30246 -5.72854  0.341
H -2.95460 -0.65726 -4.56836  0.120
H -2.92601 -1.03647 -6.29235  0.376
H -0.82537 0.18480 -5.68953  0.254
H -1.79871 1.09814 -6.83531  0.484
H 0.22767 2.98997 -3.75388  0.462
H 0.48810 1.32227 -4.32906  0.528
H -1.02100 -0.20541 -3.35463  0.332
H -2.25254 0.67727 -2.49017  0.893
H -0.69649 -0.38420 -0.35661  -0.477
H -2.18114 -0.95623 -1.03552  0.557
H -0.30166 -2.09778 -2.78836  0.542
H -1.20823 -2.90934 -1.53753  0.443
H 1.19193 -3.38157 -1.35367  0.661
H 1.57201 -1.69948 -1.07877  -0.509
H 1.46671 -2.63387 1.11555  0.211
H -0.16108 -1.95640 0.99365  0.174
H 0.79659 -4.83948 0.64053  0.319
H -0.84620 -4.40308 0.16494  0.421
H -2.26877 -5.93553 2.02067  0.386
H -3.09321 -4.67002 1.11182  0.004
H -3.55714 -4.94717 2.82164  0.352
H 0.92350 0.93967 -0.77593  0.179
H 1.24632 0.07707 -2.31226  0.596
H 1.78893 3.04379 -2.34585  0.545
H 2.74011 1.70223 -3.02156  0.478
H 2.58681 2.49233 -0.05950  0.091
H 3.78347 3.05300 -1.20772  0.569
H 3.58018 0.06101 -1.11935  0.463
H 4.98216 1.11145 -1.22058  -0.442
H 2.43828 -0.12965 0.84878  -0.302
H 2.74925 1.08869 2.09966  0.272
H 3.50373 -0.52737 2.20013  0.418
H 6.19936 2.33729 2.98776  0.373
H 5.66768 0.61850 3.03944  0.344
H 4.50422 1.91791 3.30530  0.317
H 0.09215 3.11711 -1.11026  0.265
H -1.30545 3.36524 -2.14626  0.401
H -1.28719 1.58252 0.35276  0.304
H -2.68587 1.89473 -0.66199  0.803
H -4.09974 3.60646 0.20370  0.365
H -3.39269 4.72732 1.34554  0.480
H -2.64869 2.77436 2.79517  -0.013
H -4.38310 2.98643 2.68654  0.436
H -3.61728 1.68247 1.75594  0.134
H -0.33368 2.86001 2.67088  0.140
H 0.94730 3.88729 1.98378  0.387
H 0.41688 2.43186 1.11346  -0.538
C -4.87278 2.04947 8.00137  -0.748
O -3.46471 2.07837 7.97438  -0.279
C -2.90702 1.12049 7.09750  -0.591
C -1.54301 1.55396 6.61441  -0.535
O -1.57084 2.57407 5.62515  -0.262
C -1.86645 3.89840 6.04577  -0.391
C -0.74670 4.58492 6.79318  -0.687
O -0.66988 4.12059 8.12430  -0.255
C 0.59539 4.33212 8.70776  -0.768
H -5.25167 1.10019 8.39700  0.327
H -5.20110 2.85711 8.65214  0.240
H -5.29281 2.20523 7.00027  0.309
H -3.56430 0.96650 6.23173  0.321
H -2.79817 0.15997 7.61988  0.411
H -1.09050 0.69386 6.11590  0.401
H -0.90723 1.83459 7.45633  0.233
H -2.79116 3.93512 6.62514  0.208
H -2.02316 4.45708 5.11889  0.392
H -0.94095 5.66676 6.78872  0.436
H 0.20210 4.40491 6.27007  0.337
H 1.39005 3.86851 8.11127  0.329
H 0.57875 3.87201 9.69333  0.238
H 0.81613 5.39982 8.81874  0.320
C -10.21548 -5.03284 -2.52877  -0.771
O -8.86150 -5.02109 -2.12788  -0.277
C -8.04658 -5.87050 -2.91157  -0.578
C -6.61422 -5.39256 -2.89873  -0.323
O -6.37584 -4.24828 -3.70860  -0.447
C -6.81772 -2.99792 -3.22004  -0.527
C -5.94383 -2.42642 -2.12780  -0.334
O -6.18199 -3.03574 -0.87499  -0.361
C -5.08278 -2.91634 -0.00750  -0.560
H -10.67044 -6.01849 -2.38463  0.330
H -10.74234 -4.30905 -1.91082  0.231
H -10.31997 -4.74755 -3.58151  0.333
H -8.40805 -5.90237 -3.94646  0.348
H -8.07526 -6.89098 -2.50622  0.408
H -6.00146 -6.18014 -3.34135  0.395
H -6.27713 -5.23195 -1.87166  0.122
H -7.86067 -3.02583 -2.89816  0.192
H -6.74170 -2.32145 -4.07572  0.439
H -6.14648 -1.34524 -2.04669  0.427
H -4.89235 -2.56504 -2.42080  0.167
H -4.18165 -3.35747 -0.45191  0.073
H -5.31224 -3.44654 0.91423  0.374
H -4.88000 -1.86819 0.23987  0.339
C 8.58709 1.38228 -0.67687  -0.676
O 8.21430 0.55010 -1.76011  -0.247
C 7.65546 1.27288 -2.83670  -0.018
C 7.85638 0.54607 -4.14780  -0.644
O 9.17013 0.63552 -4.66072  -0.440
C 10.16313 -0.18587 -4.06719  -0.344
C 10.09056 -1.63888 -4.47337  -0.591
O 9.04517 -2.30992 -3.79219  -0.249
C 8.62419 -3.47520 -4.46104  -0.767
H 7.71578 1.85734 -0.21853  0.156
H 9.08160 0.75135 0.05993  0.236
H 9.28988 2.15673 -1.00388  0.402
H 8.10826 2.26929 -2.90567  0.393
H 6.57378 1.40308 -2.67565  0.004
H 7.23138 1.04793 -4.89160  0.385
H 7.52451 -0.49240 -4.06496  0.237
H 10.16314 -0.09165 -2.97916  0.168
H 11.10918 0.20667 -4.44478  0.391
H 11.05087 -2.11479 -4.23177  0.420
H 9.93794 -1.70315 -5.55793  0.348
H 8.31375 -3.25464 -5.48918  0.326
H 7.77372 -3.87643 -3.91255  0.227
H 9.41430 -4.23433 -4.49008  0.317

Cartesian forces (eV/Å) of the 6 atoms listed first:
C 0.1 -0.1 -0.2
C 0.0 -0.4 0.0
S 0.0 0.2 0.0
C 0.1 0.2 -0.1
N 0.3 0.3 0.1
C -0.2 -0.4 -0.2

Results
**Energy relative to the best compared isomer or geometry (same formula, charge and spin)**: 0.0 kJ/mol
**E_HOMO**: -10.571 eV
**2S+1**: 1
**Total charge**: +1

2.
A cluster of 2 separate species, CNO3S2 in total in a non-equilibrium geometry, computed with ωB97M-V/def2-TZVPD.

Last column: Mulliken charge in e.
CARTESIAN COORDINATES (ANGSTROEM)
C 0.54117 1.65337 -0.04729  0.417
N 1.23930 1.96817 0.83509  -0.648
O -1.51034 -1.70954 1.05005  -0.348
O 0.63469 -2.39710 0.10899  -0.400
O -0.09277 1.44548 -1.06129  -0.707
S -1.67184 -2.45396 -1.74705  -0.180
S -0.74873 -1.94209 -0.08648  0.866

Cartesian forces (eV/Å) of the 6 atoms listed first:
C 0.5 0.7 -0.6
N 0.6 0.0 1.5
O -1.7 1.3 2.2
O -2.2 1.4 -0.8
O -1.1 -1.0 -0.8
S 0.9 0.9 1.3

Results
**Energy relative to the best compared isomer or geometry (same formula, charge and spin)**: 182.6 kJ/mol
**E_HOMO**: -3.910 eV
**2S+1**: 1
**Total charge**: -1

3.
The ion C16H23BIO2P2 with charge -1 in a non-equilibrium geometry, computed with ωB97M-V/def2-TZVPD.

Last column: Mulliken charge in e.
CARTESIAN COORDINATES (ANGSTROEM)
C 1.60010 -4.23368 1.24592  -0.574
C 1.41178 -2.94500 0.99749  -0.828
C 0.93260 -1.40235 0.76230  1.793
C 1.91851 -0.71877 -0.31425  0.097
C 1.63324 -0.50072 -1.84678  -0.060
C 2.68604 0.19385 -2.82014  -0.574
C 4.06437 0.67882 -2.23517  -0.267
C 4.43028 0.44612 -0.71764  -0.576
C 3.34973 -0.25402 0.23613  -0.271
O 1.23589 -0.61368 1.97133  -0.655
B 0.34433 0.55558 2.09134  1.665
P 1.06948 2.33653 2.03815  -0.162
C -0.43817 3.45817 2.48925  -0.929
C 1.54729 2.88634 0.28035  -0.674
O -0.77944 0.26739 1.15784  -0.810
C -0.66915 -1.10832 0.71024  -0.908
I -1.34565 -2.18155 2.55153  -0.069
P -1.69859 -1.70183 -0.77193  -0.047
C -3.20713 -2.76148 -0.19912  -0.514
C -4.35556 -1.85284 0.50520  -0.670
C -2.48788 -0.27541 -1.74027  -0.551
C -1.61457 1.08582 -1.80219  -0.465
H 1.65422 -5.38735 1.32431  0.370
H 0.61008 -0.83061 -2.25773  0.303
H 2.36089 0.33552 -3.91754  0.283
H 4.81268 1.21430 -2.94269  0.268
H 5.45626 0.80422 -0.31598  0.274
H 3.68475 -0.39379 1.33282  0.296
H -0.00340 0.47768 3.24273  -0.413
H -0.19569 4.56611 2.29062  0.317
H -1.38601 3.18726 1.87057  0.157
H -0.71794 3.33850 3.60788  0.258
H 1.17613 3.98716 0.13746  0.305
H 2.68436 2.86978 0.09965  0.227
H 1.05986 2.27989 -0.56828  0.060
H -3.67558 -3.15028 -1.19833  0.372
H -2.89598 -3.69093 0.39771  0.389
H -5.23472 -1.60901 -0.21310  0.288
H -4.70461 -2.24990 1.53486  0.227
H -3.85466 -0.82087 0.72999  0.068
H -2.59728 -0.65033 -2.84241  0.334
H -3.55514 0.00156 -1.40138  0.331
H -0.58551 1.03228 -1.29668  -0.214
H -2.25283 1.91569 -1.29906  0.266
H -1.46739 1.41417 -2.90500  0.285

Cartesian forces (eV/Å) of the 6 atoms listed first:
C -1.3 6.5 -1.8
C -0.1 -6.1 1.2
C 2.1 0.9 1.6
C 3.0 1.4 -2.9
C 2.9 1.0 1.5
C 0.5 -0.6 4.3

Results
**E_HOMO**: -3.851 eV
**2S+1**: 1
**Total charge**: -1

4.
A cluster of 2 separate species, C2H2N2O3S in total in a non-equilibrium geometry, computed with ωB97M-V/def2-TZVPD.

Last column: Mulliken charge in e.
CARTESIAN COORDINATES (ANGSTROEM)
C -0.30903 -1.56344 -2.22854  0.454
C -0.63157 -0.59511 -1.36455  0.245
N -0.05991 -2.46304 -2.90118  -0.349
N 0.24453 -0.23901 -0.45304  -0.030
O 0.96464 2.02788 3.66980  -0.403
O 0.08567 0.65801 0.49004  -0.293
O -1.79505 0.05427 -1.72082  -0.417
S 1.57604 1.25818 2.57791  0.293
H -1.81161 0.84906 -1.17409  0.344
H 1.73629 0.01321 3.10446  0.157

Cartesian forces (eV/Å) of the 6 atoms listed first:
C 1.4 -4.2 -2.7
C -0.3 4.6 3.2
N -0.1 0.4 0.0
N -1.7 1.0 1.0
O -0.6 0.7 0.8
O -0.4 -1.9 -2.8

Results
**Energy relative to the best compared isomer or geometry (same formula, charge and spin)**: 586.0 kJ/mol
**E_HOMO (spin up / spin down)**: -10.538 / -9.208 eV
**2S+1**: 1
**Total charge**: 0